# 1
7
Properties=species:S:1:pos:R:3:forces:R:3:nbo_charge:R:1 method="wB97M-V/def2-TZVPD" charge=+2 multiplicity=2 e_above_lowest_kj_mol=0.0 s_squared=0.75 orbital_gap_ev="7.12 / 10.91"
H 2.034771 -0.532003 -2.615680 0.0771 0.0013 0.1114 0.2284
O 0.973934 -1.207882 -0.987345 -0.8256 -0.5114 0.6910 -0.7666
O -0.495299 2.770180 0.464639 -1.4629 -1.1195 1.6296 -0.2911
O -0.863890 0.554251 0.886817 -0.8188 -2.5500 0.9314 -0.8015
C 1.556597 -0.384242 -1.621548 0.3871 0.3754 -0.5484 0.5706
C -0.816574 1.725685 0.827951 2.3823 3.0234 -2.6603 1.1142
Mg -0.411015 -1.364086 0.452236 0.2608 0.7808 -0.1547 1.9459

---

# 2
7
Properties=species:S:1:pos:R:3:forces:R:3:nbo_charge:R:1 method="wB97M-V/def2-TZVPD" multiplicity=7 s_squared=12.00 orbital_gap_ev="7.75 / 8.31"
C -0.035379 -0.942027 1.393728 0.2994 -1.2932 0.1296 0.1750
O -0.314216 -0.631490 0.166814 -0.3372 0.0878 -0.0032 -0.7394
C 0.357233 0.651156 -0.470160 0.8365 1.3911 2.2199 0.9599
O 1.156565 1.173884 0.250059 -0.1333 -0.6137 -1.4034 -0.5732
O -0.377187 0.929641 -1.426497 0.2831 0.2108 -1.0440 -0.8348
Mn -1.842621 -0.456921 -1.439627 -0.5690 -0.4010 -0.0359 0.9262
H 1.055605 -0.724242 1.525683 -0.3795 0.6183 0.1370 0.0863

---

# 3
7
Properties=species:S:1:pos:R:3:forces:R:3:nbo_charge:R:1 method="wB97M-V/def2-TZVPD" charge=-1 e_above_lowest_kj_mol=174.4 orbital_gap_ev=5.89
C -0.711447 -0.784003 0.087747 -3.0769 1.7246 0.2456 0.0755
C 0.588795 -0.786257 0.230955 2.2067 -0.8940 0.8168 -0.2325
N 0.608504 1.972870 0.151140 -1.3708 0.4209 -3.0380 -0.0295
N 0.130465 2.071480 -0.851820 1.3821 -0.1010 2.9682 -0.0048
O -1.345798 -0.254707 -0.882814 -0.2264 -0.3785 -0.8643 -0.7777
S 2.067952 -1.370157 0.237643 0.2978 -0.0634 -0.0719 -0.1445
H -1.338468 -0.849228 1.027149 0.7874 -0.7087 -0.0563 0.1136

---

# 4
7
Properties=species:S:1:pos:R:3:forces:R:3:nbo_charge:R:1 method="wB97M-V/def2-TZVPD" e_above_lowest_kj_mol=275.9 orbital_gap_ev="7.08 / 7.08"
C 0.961270 1.814689 0.042249 -1.8744 -3.5454 -1.4213 0.0018
C 0.817726 -1.470458 -0.085932 -0.0169 0.0444 0.0760 -0.1827
N 1.482203 2.814487 0.222580 0.8225 1.6177 0.4134 -0.5012
N 1.595099 -2.100234 0.475931 0.2611 -0.3197 0.1114 -0.1641
P -0.344732 -0.504989 -0.982063 0.3609 2.3051 1.3042 0.8139
S -1.809794 -0.659226 0.481981 0.5256 -0.1622 -0.2273 -0.1284
H -2.701772 0.105731 -0.154748 -0.0788 0.0601 -0.2564 0.1607